<1>
Formula: C2H9NO4
Source: the OMol25 dataset
Level of theory: ωB97M-V with the def2-TZVPD basis set

CARTESIAN COORDINATES (ANGSTROEM)
C: -1.696 -0.536 -1.811
N: -0.707 -0.764 -0.770
C: 0.344 0.067 -0.476
O: 0.766 0.197 0.645
O: 0.918 0.686 -1.515
H: -1.536 0.471 -2.193
H: -1.644 -1.250 -2.645
H: -2.703 -0.701 -1.424
H: -0.851 -1.529 -0.160
H: 0.547 0.413 -2.361
O: -0.454 -2.660 1.987
H: -0.480 -1.710 2.200
H: -1.393 -2.847 2.139
O: 1.150 2.921 1.562
H: 0.602 3.342 0.889
H: 1.122 1.963 1.423

Calculated values
SMILES string: CNC(=O)O.O.O
Kohn-Sham gap (eV): 10.399

***

<2>
Formula: C2H9NO4
Source: the OMol25 dataset
Level of theory: ωB97M-V with the def2-TZVPD basis set

CARTESIAN COORDINATES (ANGSTROEM)
N: 0.153 0.983 -2.108
C: 0.035 1.707 -0.828
C: 0.121 0.769 0.356
O: 0.686 -0.307 0.267
O: -0.377 1.222 1.489
H: 0.677 0.143 -1.910
H: -0.780 0.747 -2.411
H: -0.872 2.290 -0.837
H: 0.885 2.376 -0.685
H: -0.147 0.575 2.203
O: 0.138 -2.175 -2.083
H: -0.009 -1.987 -1.144
H: 0.823 -2.865 -2.051
O: -0.313 -0.807 3.268
H: 0.150 -1.553 2.866
H: -1.170 -1.120 3.605

Calculated values
SMILES string: NCC(=O)O.O.O
Kohn-Sham gap (eV): 9.623

***

Most stable structure: <2>

***

<1>
Formula: C7H12N3
Source: the OMol25 dataset
Level of theory: ωB97M-V with the def2-TZVPD basis set

CARTESIAN COORDINATES (ANGSTROEM)
C: -2.023 0.003 -0.726
C: -0.313 2.555 -0.559
C: 0.702 1.998 0.210
C: 0.265 0.900 1.229
C: 0.125 -0.593 0.545
C: 0.894 -2.796 -0.114
C: 1.268 -1.297 -0.061
N: -2.272 1.223 -1.212
N: -1.413 2.324 -1.192
N: -1.062 -0.565 -0.121
H: -2.923 -0.652 -0.994
H: 1.585 1.610 -0.424
H: 1.157 2.874 0.865
H: 0.916 0.734 2.082
H: -0.659 1.046 1.659
H: -0.230 -1.096 1.500
H: 0.178 -2.987 0.710
H: 1.762 -3.365 -0.271
H: 0.315 -2.967 -1.022
H: 1.520 -0.867 -1.020
H: 2.093 -1.188 0.625
H: -1.882 3.105 -1.710

Calculated values
Charge: +1
Kohn-Sham gap (alpha / beta) (eV): 7.719 / 6.951

***

<2>
Formula: C7H12N3
Source: the OMol25 dataset
Level of theory: ωB97M-V with the def2-TZVPD basis set

CARTESIAN COORDINATES (ANGSTROEM)
C: -0.672 -2.713 0.689
C: -1.749 -1.892 0.991
C: 0.549 -2.270 0.164
C: -1.514 -0.601 0.737
C: 0.624 -0.887 -0.073
C: 1.512 1.652 0.991
C: 0.922 2.808 -1.021
N: -0.421 -0.125 0.212
N: -0.450 1.138 -0.239
N: 0.661 1.839 -0.218
H: -0.740 -3.816 0.647
H: -2.643 -2.242 1.444
H: 1.423 -2.946 0.097
H: -2.353 0.089 0.782
H: 1.349 -0.386 -0.583
H: 1.179 2.219 1.741
H: 1.255 0.618 1.284
H: 2.514 1.759 0.794
H: -1.647 -0.361 -3.253
H: 1.707 3.468 -0.807
H: 0.271 2.960 -1.981
H: -1.776 -0.311 -2.398

Calculated values
Charge: +1
Kohn-Sham gap (eV): 8.396

***

Most stable structure: <2>

***

<1>
Formula: C7H12N3
Source: the OMol25 dataset
Level of theory: ωB97M-V with the def2-TZVPD basis set

CARTESIAN COORDINATES (ANGSTROEM)
C: -0.208 -0.239 2.383
C: 1.008 0.408 2.127
C: -1.316 -0.222 1.436
C: -0.967 0.089 0.079
C: 0.296 0.557 -0.129
C: 1.841 -0.494 -2.313
C: 1.186 0.747 -2.087
N: 1.270 0.806 0.787
N: -2.499 -0.606 1.870
N: -1.890 -0.275 -0.881
H: -0.621 -0.714 3.293
H: 1.729 0.405 2.838
H: 1.223 -1.375 -2.475
H: 2.631 -0.676 -1.575
H: 2.296 -0.292 -3.281
H: 0.317 0.999 -2.515
H: 1.852 1.643 -1.700
H: 2.189 1.105 0.486
H: -2.585 -0.824 2.876
H: -3.295 -0.284 1.283
H: -2.633 -0.981 -0.795
H: -1.822 0.223 -1.706

Calculated values
Charge: +1
Kohn-Sham gap (eV): 8.796

***

<2>
Formula: C7H12N3
Source: the OMol25 dataset
Level of theory: ωB97M-V with the def2-TZVPD basis set

CARTESIAN COORDINATES (ANGSTROEM)
C: 3.068 1.304 0.399
N: 2.322 0.703 -0.453
C: 1.112 0.228 -0.421
C: 0.760 -1.238 -0.694
C: 0.559 -2.017 0.591
N: 0.204 1.097 -0.116
C: -0.256 2.347 0.191
C: -1.189 1.376 0.077
N: -2.324 0.822 -0.043
C: -2.633 -0.575 -0.318
H: 2.607 1.560 1.324
H: 3.962 1.888 0.106
H: -0.179 -1.183 -1.399
H: 1.604 -1.722 -1.397
H: 0.159 -1.430 1.397
H: 1.565 -2.272 1.055
H: 0.144 -2.954 0.488
H: 0.042 3.314 0.480
H: -3.230 1.479 0.020
H: -3.240 -0.541 -1.297
H: -1.765 -1.175 -0.399
H: -3.291 -1.010 0.409

Calculated values
Charge: +1
SMILES string: C=[N+]=C(CC)N1C=C1NC
Kohn-Sham gap (eV): 8.279

***

Most stable structure: <1>

***

<1>
Formula: C3H8O
Source: the OMol25 dataset
Level of theory: ωB97M-V with the def2-TZVPD basis set

CARTESIAN COORDINATES (ANGSTROEM)
C: 1.251 -0.536 1.113
C: 0.468 0.406 0.203
O: -0.153 -0.358 -0.812
C: -1.426 0.099 -1.175
H: 2.180 -0.082 1.468
H: 0.660 -0.836 1.984
H: 1.501 -1.439 0.549
H: 1.131 1.155 -0.258
H: -0.287 0.960 0.781
H: -2.156 -0.075 -0.369
H: -1.435 1.171 -1.426
H: -1.735 -0.467 -2.058

Calculated values
SMILES string: CCOC
Kohn-Sham gap (eV): 10.876

***

<2>
Formula: C3H8O
Source: the OMol25 dataset
Level of theory: ωB97M-V with the def2-TZVPD basis set

CARTESIAN COORDINATES (ANGSTROEM)
C: -1.206 -1.660 0.366
C: -1.026 -0.162 0.278
O: -1.170 0.504 1.277
H: -0.379 -2.007 0.999
H: -1.140 -2.167 -0.592
H: -2.084 -1.811 0.985
H: -1.050 0.370 -0.695
C: 1.602 1.380 -0.503
H: 1.824 0.317 -0.425
H: 2.411 2.030 -0.169
H: 0.754 1.734 0.063
H: 1.463 1.471 -1.584

Calculated values
SMILES string: CC=O.C
Kohn-Sham gap (eV): 10.922

***

Most stable structure: <1>

***

<1>
Formula: C46H60BrN9O5PTi
Source: the OMol25 dataset
Level of theory: ωB97M-V with the def2-TZVPD basis set

CARTESIAN COORDINATES (ANGSTROEM)
Ti: -0.115 -0.759 1.236
C: -2.743 -3.270 1.435
O: -2.238 -1.978 1.077
C: -3.144 -1.087 0.536
C: -4.274 -1.455 -0.168
C: -5.124 -0.462 -0.642
C: -4.850 0.876 -0.397
C: -3.717 1.232 0.319
C: -2.863 0.249 0.780
N: -1.699 0.498 1.574
N: -1.682 1.610 2.165
C: -0.671 1.988 2.999
C: 0.476 1.219 3.268
O: 0.706 0.104 2.629
C: 1.431 1.674 4.207
C: 1.295 2.898 4.773
C: 0.186 3.750 4.485
C: 0.080 5.028 5.071
C: -0.998 5.828 4.806
C: -2.011 5.365 3.946
C: -1.928 4.126 3.362
C: -0.820 3.292 3.614
H: -3.775 -3.180 1.768
H: -2.129 -3.627 2.252
H: -2.678 -3.950 0.584
H: -4.501 -2.498 -0.344
H: -6.007 -0.744 -1.201
H: -5.517 1.644 -0.768
H: -3.485 2.267 0.533
H: 2.277 1.033 4.416
H: 2.050 3.254 5.465
H: 0.862 5.363 5.743
H: -1.079 6.805 5.262
H: -2.872 5.991 3.752
H: -2.714 3.773 2.711
C: 2.045 6.116 1.115
C: 2.481 4.675 1.100
C: 3.797 4.285 1.330
C: 4.136 2.943 1.338
C: 3.113 2.033 1.124
Br: 3.521 0.171 1.240
N: 1.867 2.359 0.885
C: 1.563 3.660 0.868
H: 2.901 6.788 1.094
H: 1.467 6.329 2.018
H: 1.408 6.342 0.260
H: 4.561 5.033 1.506
H: 5.148 2.610 1.515
H: 0.521 3.898 0.670
C: 0.246 -6.413 4.122
C: -0.085 -5.178 3.289
C: 1.108 -4.252 2.924
C: 1.883 -3.815 4.186
C: 3.010 -2.829 3.888
C: 2.070 -4.978 1.999
O: 2.660 -5.977 2.324
N: 2.259 -4.440 0.737
C: 1.716 -3.279 0.209
O: 1.993 -2.928 -0.912
N: 0.852 -2.580 1.042
C: 0.534 -3.014 2.281
O: -0.300 -2.308 2.881
H: -0.660 -7.007 4.246
H: 0.599 -6.140 5.116
H: 1.001 -7.033 3.647
H: -0.796 -4.555 3.834
H: -0.565 -5.493 2.356
H: 2.293 -4.716 4.640
H: 1.167 -3.368 4.876
H: 3.782 -3.283 3.261
H: 3.489 -2.509 4.813
H: 2.641 -1.933 3.381
H: 2.905 -4.932 0.133
N: 0.004 -0.203 -0.433
P: -0.270 -0.076 -2.004
N: -1.244 -1.296 -2.557
C: -0.992 -2.650 -1.996
C: -2.067 -3.608 -2.481
C: -1.922 -3.843 -3.994
C: -1.359 -2.587 -4.679
C: -1.803 -1.340 -3.929
N: -1.098 1.284 -2.412
C: -2.490 1.467 -2.818
C: -2.554 2.186 -4.162
C: -1.811 3.522 -4.083
C: -0.383 3.317 -3.573
C: -0.407 2.571 -2.246
N: 1.182 0.067 -2.757
C: 2.431 0.040 -1.952
C: 3.631 -0.313 -2.814
C: 3.723 0.616 -4.020
C: 2.406 0.606 -4.830
C: 1.337 -0.264 -4.177
H: -0.983 -2.576 -0.913
H: -0.010 -3.025 -2.300
H: -3.050 -3.187 -2.252
H: -1.978 -4.553 -1.943
H: -2.892 -4.099 -4.423
H: -1.257 -4.688 -4.174
H: -1.706 -2.524 -5.711
H: -0.268 -2.621 -4.705
H: -2.897 -1.343 -3.867
H: -1.523 -0.441 -4.466
H: -2.992 2.093 -2.073
H: -3.006 0.513 -2.831
H: -3.599 2.347 -4.437
H: -2.098 1.563 -4.936
H: -2.345 4.187 -3.395
H: -1.799 4.004 -5.061
H: 0.127 4.276 -3.455
H: 0.180 2.718 -4.295
H: -0.957 3.164 -1.503
H: 0.598 2.403 -1.859
H: 2.331 -0.681 -1.153
H: 2.586 1.029 -1.509
H: 3.564 -1.356 -3.135
H: 4.526 -0.225 -2.196
H: 4.562 0.330 -4.654
H: 3.926 1.628 -3.661
H: 2.572 0.224 -5.839
H: 2.027 1.623 -4.933
H: 1.596 -1.320 -4.295
H: 0.392 -0.098 -4.690

Calculated values
Charge: +1
Kohn-Sham gap (eV): 6.824

***

<2>
Formula: C46H60BrN9O5PTi
Source: the OMol25 dataset
Level of theory: ωB97M-V with the def2-TZVPD basis set

CARTESIAN COORDINATES (ANGSTROEM)
Ti: 0.215 -0.027 -0.033
C: 3.607 -0.416 0.557
O: 2.564 -0.439 -0.426
C: 2.948 -0.185 -1.715
C: 4.250 -0.330 -2.170
C: 4.551 0.003 -3.483
C: 3.567 0.475 -4.337
C: 2.259 0.579 -3.891
C: 1.947 0.231 -2.584
N: 0.599 0.215 -2.095
N: -0.245 0.228 -3.029
C: -1.598 0.221 -2.825
C: -2.213 0.389 -1.581
O: -1.515 0.481 -0.481
C: -3.630 0.472 -1.485
C: -4.384 0.383 -2.612
C: -3.802 0.204 -3.901
C: -4.613 0.099 -5.051
C: -4.049 -0.082 -6.285
C: -2.652 -0.165 -6.401
C: -1.842 -0.069 -5.300
C: -2.400 0.124 -4.021
H: 3.140 -0.167 1.505
H: 4.347 0.340 0.302
H: 4.090 -1.394 0.614
H: 5.023 -0.703 -1.516
H: 5.567 -0.107 -3.835
H: 3.809 0.746 -5.354
H: 1.473 0.911 -4.551
H: -4.064 0.588 -0.502
H: -5.464 0.437 -2.542
H: -5.688 0.158 -4.938
H: -4.671 -0.167 -7.164
H: -2.208 -0.313 -7.377
H: -0.771 -0.154 -5.407
C: 2.664 -4.386 2.516
C: 1.832 -3.162 2.749
C: 1.267 -2.868 3.990
C: 0.469 -1.754 4.140
C: 0.264 -0.939 3.034
Br: -0.929 0.501 3.179
N: 0.825 -1.163 1.858
C: 1.573 -2.274 1.721
H: 3.413 -4.508 3.298
H: 3.178 -4.330 1.558
H: 2.044 -5.283 2.509
H: 1.438 -3.523 4.834
H: -0.008 -1.519 5.079
H: 1.958 -2.446 0.724
C: -1.327 -4.502 -4.734
C: -0.730 -3.488 -3.771
C: -0.371 -4.009 -2.350
C: 0.513 -5.267 -2.400
C: 0.924 -5.747 -1.017
C: -1.643 -4.357 -1.605
O: -2.356 -5.286 -1.904
N: -1.970 -3.555 -0.531
C: -1.244 -2.475 -0.083
O: -1.628 -1.830 0.889
N: -0.121 -2.086 -0.744
C: 0.433 -2.870 -1.715
O: 1.556 -2.628 -2.129
H: -1.648 -3.990 -5.641
H: -2.187 -5.015 -4.311
H: -0.594 -5.252 -5.029
H: -1.406 -2.632 -3.663
H: 0.203 -3.092 -4.183
H: 1.392 -5.023 -2.999
H: -0.040 -6.050 -2.917
H: 1.409 -4.950 -0.447
H: 1.633 -6.571 -1.083
H: 0.066 -6.100 -0.443
H: -2.813 -3.786 -0.023
N: 0.846 1.604 0.383
P: 0.922 3.107 -0.192
N: 2.410 3.412 -0.850
C: 3.526 3.097 0.052
C: 4.824 3.064 -0.732
C: 5.170 4.463 -1.264
C: 3.898 5.301 -1.436
C: 2.718 4.439 -1.859
N: -0.185 3.481 -1.349
C: -0.040 3.400 -2.802
C: -0.436 4.709 -3.475
C: -1.853 5.104 -3.073
C: -1.984 5.149 -1.554
C: -1.559 3.818 -0.951
N: 0.653 4.120 1.082
C: 0.523 3.640 2.465
C: 0.654 4.794 3.449
C: -0.309 5.903 3.048
C: 0.062 6.466 1.668
C: 0.993 5.532 0.897
H: 3.306 2.143 0.527
H: 3.590 3.842 0.858
H: 4.707 2.360 -1.557
H: 5.627 2.678 -0.100
H: 5.694 4.376 -2.217
H: 5.851 4.974 -0.582
H: 4.047 6.082 -2.183
H: 3.647 5.813 -0.505
H: 2.944 3.957 -2.818
H: 1.840 5.068 -2.012
H: -0.725 2.625 -3.165
H: 0.965 3.071 -3.060
H: -0.358 4.588 -4.557
H: 0.252 5.512 -3.195
H: -2.559 4.365 -3.469
H: -2.124 6.063 -3.516
H: -3.016 5.360 -1.264
H: -1.366 5.951 -1.146
H: -2.223 3.030 -1.323
H: -1.629 3.817 0.136
H: 1.257 2.854 2.668
H: -0.467 3.194 2.590
H: 1.682 5.164 3.483
H: 0.429 4.417 4.448
H: -0.334 6.697 3.794
H: -1.317 5.479 3.017
H: 0.572 7.426 1.772
H: -0.839 6.655 1.083
H: 2.038 5.706 1.188
H: 0.929 5.762 -0.169

Calculated values
Charge: +1
Kohn-Sham gap (eV): 6.856

***

Most stable structure: <2>